No. 1
12
Properties=species:S:1:pos:R:3:forces:R:3 method="wB97M-V/def2-TZVPD" total_charge=+1 gap_ev="5.74 / 6.02" e_above_lowest_kj_mol=280.0 total_energy_ev=-32984.1660 multiplicity=4 s_squared=4.076
C -0.262670 1.334746 0.089645 -1.960 0.126 0.407
C -0.296552 0.614043 -1.175035 -2.725 -0.119 -0.158
H -0.863347 2.004658 0.704816 -1.116 0.180 -1.341
H 0.707951 1.773654 0.332184 0.622 -1.641 0.440
H 0.646802 0.636313 -1.724867 0.826 -1.521 1.243
H -0.925520 0.408222 -2.040139 -1.148 1.560 0.389
C -1.239237 -0.163768 0.111273 4.259 -0.299 0.670
C -0.653212 -1.320510 0.723967 1.818 0.220 -0.115
H -2.293673 0.036073 0.326156 0.567 0.664 -1.062
C 0.392348 -1.923034 1.005232 -1.637 1.859 -1.018
O 1.653767 -2.062779 1.030662 -2.212 -2.152 1.190
V 3.133348 -1.337613 0.616105 2.707 1.122 -0.645


No. 2
11
Properties=species:S:1:pos:R:3:forces:R:3 method="wB97M-V/def2-TZVPD" gap_ev=9.60 smiles=C#CC1CC1 e_above_lowest_kj_mol=317.6 total_energy_ev=-5277.9076
C 2.356854 -0.173478 -0.315924 -0.271 0.059 0.092
C 1.313958 0.373263 -0.031780 1.182 0.377 0.193
C -0.036975 0.805704 -0.129749 0.095 -0.668 -0.374
C -0.619572 -0.673147 -0.074269 -0.687 -0.078 -0.308
C -1.226477 0.425285 0.696001 -0.275 -0.013 0.345
H 2.801090 -1.027734 -0.776953 0.598 0.210 0.225
H -0.207057 1.550250 -0.919042 -0.162 -0.871 -0.023
H -0.982510 -1.081341 -1.002138 -0.643 0.086 0.022
H -0.060176 -1.402903 0.523035 0.104 0.628 -0.523
H -2.152789 0.776345 0.256290 0.100 0.407 0.259
H -1.186342 0.427751 1.774529 -0.042 -0.137 0.092


No. 3
11
Properties=species:S:1:pos:R:3:forces:R:3 method="wB97M-V/def2-TZVPD" gap_ev=9.81 smiles="C1=CCC=C1" e_above_lowest_kj_mol=89.6 total_energy_ev=-5280.2710
C -1.009458 -0.511116 -0.065857 -1.028 0.220 1.750
C -0.644622 0.978259 -0.085483 -4.449 -0.039 -0.788
C 0.641550 1.170019 -0.121859 3.102 0.398 1.590
C 1.293658 -0.136547 -0.007505 1.816 -2.955 -1.077
C 0.387694 -1.151710 -0.086792 -0.894 0.986 0.376
H -1.484510 -0.517904 1.025429 1.142 -0.493 -1.667
H -1.929894 -0.903326 -0.656085 2.001 0.746 0.430
H -1.510302 1.697347 -0.011267 1.423 -0.538 -0.156
H 1.243276 2.064748 0.103545 -0.754 -0.206 -0.577
H 2.427725 -0.465216 -0.003033 -2.328 1.427 0.088
H 0.584883 -2.224554 -0.091089 -0.031 0.454 0.031


No. 4
11
Properties=species:S:1:pos:R:3:forces:R:3 method="wB97M-V/def2-TZVPD" gap_ev=10.89 smiles="C#CCC=C" e_above_lowest_kj_mol=180.0 total_energy_ev=-5279.3330
C 0.388524 1.865191 -0.334560 1.042 0.865 1.066
C -0.201026 0.856820 0.305186 -0.416 1.225 0.466
C -0.678527 -0.340755 -0.413379 -0.284 -0.534 -1.221
C -0.094587 -1.516989 0.210167 1.878 -2.575 0.981
C 0.590646 -2.426066 0.669365 -1.641 1.707 -0.560
H 0.785880 2.731794 0.268494 -0.635 -0.889 -0.859
H 0.661567 1.858615 -1.407997 -0.387 -0.170 0.771
H -0.473972 0.880463 1.391800 0.589 0.208 -1.041
H -0.276011 -0.302116 -1.469628 -0.819 -0.047 0.919
H -1.796722 -0.380602 -0.400548 0.830 -0.099 -0.204
H 1.094229 -3.226357 1.181100 -0.158 0.307 -0.318


No. 5
17
Properties=species:S:1:pos:R:3:forces:R:3 method="wB97M-V/def2-TZVPD" total_charge=+2 gap_ev=4.64 total_energy_ev=-45325.6571
S 0.186746 3.009884 0.310447 0.073 0.153 0.262
P -0.803164 2.011693 -1.207473 -0.180 -0.037 -0.263
B -1.391424 0.210604 -0.592978 0.056 -0.368 0.109
Cl -3.051936 -0.108687 -0.736008 -0.131 0.125 0.059
C -0.274027 -0.670995 -0.035971 0.183 0.022 -0.010
C 0.747043 -1.152097 -0.869125 -0.002 0.140 0.167
C 1.737083 -1.948632 -0.304852 0.075 0.046 -0.136
N 1.787546 -2.244373 0.989686 -0.021 -0.006 0.003
C 0.825201 -1.785750 1.782508 -0.093 0.070 -0.006
C -0.230632 -1.005554 1.322560 -0.091 -0.088 -0.007
H 0.128179 1.909910 -2.248090 0.056 0.069 -0.012
H -1.829651 2.809381 -1.724039 -0.013 0.032 -0.049
H 0.769957 -0.946003 -1.935003 -0.001 -0.029 0.067
H 2.532103 -2.349576 -0.929001 -0.098 0.004 0.104
H 0.886930 -2.052972 2.833906 0.031 0.002 -0.112
H -1.002966 -0.683134 2.015021 0.075 -0.042 -0.085
Pb -1.016986 4.996301 1.328411 0.080 -0.092 -0.093


No. 6
23
Properties=species:S:1:pos:R:3:forces:R:3 method="wB97M-V/def2-TZVPD" total_charge=-1 gap_ev=9.33 total_energy_ev=-47868.4585
O -1.289342 0.692766 0.810220 0.704 -1.419 -0.407
C -0.835466 -0.313888 0.345530 -0.957 2.246 0.632
F -1.006469 -1.484011 0.939474 0.069 -0.475 0.079
C -0.030622 -0.315077 -0.925337 -0.155 -0.212 0.524
C 1.420673 -0.684503 -0.787437 1.352 -0.273 -0.749
P 1.888623 -2.497272 -0.751679 -1.025 -1.190 0.256
S 0.492054 -3.795558 -0.408431 0.176 0.150 -0.072
C 2.219094 0.119753 0.247768 -1.437 -0.210 -0.439
O 2.422773 1.328871 -0.444210 0.720 0.205 -0.443
C 2.667184 0.978255 -1.749627 -0.053 1.064 0.529
O 3.286789 1.641718 -2.512625 -0.177 -0.253 -0.102
O 2.068100 -0.193030 -2.006611 0.082 -0.575 -0.188
H -0.505383 -0.873236 -1.710350 -0.244 -0.579 -0.255
H -0.048872 0.714242 -1.223552 -0.002 0.608 -0.218
H 2.530243 -2.776310 -1.969843 0.229 0.590 0.039
H 2.928786 -2.541869 0.197101 0.138 0.271 -0.178
H 1.606357 0.285482 1.116840 0.161 0.203 0.578
H 3.164974 -0.356201 0.438448 0.429 -0.140 0.446
B -4.594560 2.013713 2.080251 0.020 0.010 -0.029
F -4.409252 1.422089 0.815606 0.017 -0.095 -0.193
F -3.604821 2.988103 2.292398 0.143 0.146 0.032
F -5.863566 2.618325 2.129085 -0.206 0.090 0.005
F -4.507296 1.027638 3.076980 0.015 -0.163 0.153


No. 7
15
Properties=species:S:1:pos:R:3:forces:R:3 method="wB97M-V/def2-TZVPD" total_charge=+2 gap_ev="6.32 / 7.52" e_above_lowest_kj_mol=0.0 total_energy_ev=-17242.6534 multiplicity=2 s_squared=0.752
O 0.262308 0.961534 2.168664 1.834 1.144 1.509
C -0.484911 0.652355 1.192906 -3.621 -1.122 -4.335
O -1.541816 0.032228 1.206963 1.578 0.559 0.767
O 0.008418 1.144850 0.017683 0.677 -0.051 1.444
C -0.813376 1.050439 -1.119120 -0.562 0.159 -0.465
Bi 0.580401 0.276265 4.005185 -0.004 -0.338 1.010
H -1.822264 1.429253 -0.916663 0.243 -0.077 -0.014
H -0.341460 1.662988 -1.894038 -0.084 -0.092 0.269
C -0.952708 -0.397109 -1.613642 -0.168 -0.244 -0.036
C 0.218871 -1.146036 -1.765636 0.493 -0.251 -0.125
C 1.271145 -1.860505 -1.842749 -0.431 0.091 0.002
H -1.651299 -0.531871 -2.452296 0.118 0.034 0.142
H -1.396972 -0.993977 -0.763148 -0.023 0.056 -0.134
H 1.416406 -2.711508 -1.164835 0.040 0.183 -0.189
H 2.006752 -1.656595 -2.632210 -0.088 -0.051 0.155


No. 8
15
Properties=species:S:1:pos:R:3:forces:R:3 method="wB97M-V/def2-TZVPD" gap_ev="7.62 / 8.00" e_above_lowest_kj_mol=392.4 total_energy_ev=-148342.2970
C 2.840491 -0.267461 -1.371380 -0.398 0.226 -0.696
C 0.269218 0.424940 -0.001905 1.783 3.107 2.298
C 0.454692 -0.764351 -0.911913 -0.010 3.442 -1.009
C 0.110099 0.014107 1.457152 -0.132 3.716 0.844
C 1.834031 -1.157145 -0.983998 1.448 0.286 -0.072
N 3.587488 0.450626 -1.883748 0.255 0.156 0.255
N 1.413832 -0.264525 1.941441 0.098 -0.321 -0.027
Br 2.460965 -2.782909 -0.506163 0.241 -1.452 -0.101
Br 1.562956 -1.935511 2.536534 0.156 -1.115 1.019
H 1.036186 1.302249 0.081696 -0.220 -2.119 -0.903
H -0.520472 1.088756 -0.177567 -2.054 0.228 -1.050
H -0.188294 -1.452822 -0.537790 -1.605 -2.701 0.899
H 0.017557 -0.412756 -1.851022 0.417 -0.399 -0.486
H -0.174426 0.951775 2.133945 0.360 -1.346 -1.583
H -0.761966 -0.582860 1.526444 -0.339 -1.707 0.612